Formula: C9H16O2Si
Source: the OMol25 dataset
Level of theory: ωB97M-V/def2-TZVPD

Each line ends with the Löwdin charge.
Geometry (Å):
1 C 3.75 0.13 0.42  -0.07
2 C 3.29 -0.58 1.47  -0.09
3 C 1.95 -0.31 2.10  -0.11
4 C 1.64 1.21 2.00  -0.21
5 O 0.61 1.66 1.17  0.07
6 C 1.81 1.48 0.60  -0.25
7 C 2.76 1.08 -0.24  -0.02
8 H 4.76 0.14 0.02  0.09
9 H 3.99 -1.19 1.93  0.07
10 H 1.18 -0.85 1.50  0.13
11 H 1.86 -0.70 3.18  0.14
12 H 1.99 1.94 2.73  0.16
13 H 2.88 1.24 -1.33  0.11
14 C -3.76 0.47 -0.70  -0.17
15 Si -2.07 -0.37 -0.85  0.46
16 C -2.29 -2.24 -1.08  -0.16
17 C -0.84 0.61 -2.05  -0.13
18 O -1.20 -0.36 0.55  -0.18
19 H -4.24 0.17 0.25  0.04
20 H -3.62 1.52 -0.75  0.00
21 H -4.44 0.11 -1.47  0.02
22 H -1.94 -2.52 -2.06  0.00
23 H -1.81 -2.77 -0.30  0.00
24 H -3.40 -2.65 -1.06  0.07
25 H 0.04 1.03 -1.61  -0.01
26 H -0.54 -0.10 -2.81  0.01
27 H -1.38 1.40 -2.59  0.02
28 H -0.96 0.46 0.99  0.03

HOMO energy: -8.6 eV
DFT total energy: -21562.815 eV
LUMO: 0.86 eV
Orbital gap: 9.43 eV
SMILES: C1=CC[C@@H]2OC2=C1.C[Si](C)(C)O
Relative energy (zero: lowest compared OMol25 entry of this formula, charge and spin): 41.3 kcal/mol
Total charge: 0
M: 184.31 g/mol

***

Formula: C9H16O3P
Source: the OMol25 dataset
Level of theory: ωB97M-V/def2-TZVPD

Each line ends with the Löwdin charge.
Geometry (Å):
1 C 3.00 -2.64 -2.28  0.08
2 C 2.84 -1.35 -2.05  -0.13
3 C 2.79 0.25 -2.07  -0.20
4 C 1.64 0.89 -3.02  -0.25
5 C 0.42 -0.10 -3.39  -0.37
6 P -0.90 -0.24 -2.00  1.06
7 H 3.30 -3.74 -2.50  0.07
8 H 3.81 0.66 -2.47  0.13
9 H 2.68 0.67 -0.99  0.12
10 H 1.19 1.79 -2.42  0.12
11 H 2.07 1.38 -3.98  0.13
12 H -0.15 0.41 -4.27  0.11
13 H 0.74 -1.13 -3.79  0.10
14 H -1.88 -1.21 -2.45  0.02
15 H -0.32 -0.62 -0.74  0.02
16 H -1.63 1.01 -1.92  0.03
17 C -2.68 -0.12 4.25  -0.01
18 C -1.74 -0.14 3.06  -0.34
19 C -0.37 0.40 3.33  -0.09
20 O 0.06 0.81 2.03  0.06
21 C -1.08 1.13 1.35  -0.54
22 O -1.09 1.69 0.27  0.06
23 O -2.19 0.75 2.03  0.09
24 H -3.71 0.03 3.93  0.10
25 H -2.61 -1.06 4.80  0.09
26 H -2.43 0.69 4.94  0.09
27 H -1.71 -1.14 2.62  0.16
28 H 0.31 -0.36 3.74  0.15
29 H -0.36 1.28 3.99  0.15

HOMO energy: -12.8 eV
DFT total energy: -25012.780 eV
LUMO: -3.07 eV
Orbital gap: 9.72 eV
Total charge: +1
M: 203.20 g/mol

***

Formula: C9H16OReS4
Source: the OMol25 dataset
Level of theory: ωB97M-V/def2-TZVPD

Each line ends with the Löwdin charge.
Geometry (Å):
1 Re -0.72 1.05 0.56  1.03
2 C 2.20 0.10 1.31  -0.41
3 C 1.50 -0.34 2.59  -0.41
4 S -0.33 -0.46 2.49  0.99
5 C -0.63 -2.01 1.54  -0.41
6 C -2.02 -2.03 0.90  -0.40
7 S -2.45 -0.59 -0.15  0.99
8 C -1.66 -0.96 -1.78  -0.41
9 C -1.49 0.30 -2.62  -0.40
10 S -0.52 1.66 -1.85  0.99
11 C 1.25 1.12 -1.93  -0.41
12 C 2.09 1.93 -0.96  -0.41
13 S 1.64 1.79 0.81  0.99
14 H 2.11 -0.61 0.49  0.10
15 H 3.28 0.17 1.54  0.14
16 H 1.68 0.37 3.40  0.12
17 H 1.89 -1.30 2.93  0.14
18 H -0.60 -2.84 2.27  0.14
19 H 0.18 -2.20 0.83  0.11
20 H -2.80 -2.05 1.68  0.12
21 H -2.15 -2.95 0.32  0.14
22 H -2.34 -1.63 -2.32  0.14
23 H -0.73 -1.51 -1.65  0.10
24 H -2.47 0.76 -2.82  0.12
25 H -1.05 0.05 -3.59  0.14
26 H 1.62 1.33 -2.95  0.14
27 H 1.34 0.04 -1.78  0.10
28 H 2.01 3.01 -1.18  0.12
29 H 3.15 1.68 -1.09  0.14
30 O -2.24 3.50 1.71  0.37
31 C -1.72 2.62 1.31  -0.13

HOMO energy (alpha / beta): -25.3 / -26.1 eV
DFT total energy: -57061.396 eV
<S²>: 3.779
LUMO (alpha / beta): -17.87 / -18.81 eV
Orbital gap (alpha / beta): 7.44 / 7.26 eV
Relative energy (zero: lowest compared OMol25 entry of this formula, charge and spin): 0.0 kcal/mol
2S+1: 4
Total charge: +4
M: 454.70 g/mol

***

Formula: C9H17BN2O3
Source: the OMol25 dataset
Level of theory: ωB97M-V/def2-TZVPD

Each line ends with the Löwdin charge.
Geometry (Å):
1 O 1.03 1.49 0.13  0.07
2 C 0.26 0.63 -0.25  -0.39
3 C -1.15 1.05 -0.60  -0.24
4 C -1.18 2.48 -1.22  -0.12
5 C -1.58 3.42 -0.08  -0.18
6 C -2.39 2.55 0.86  -0.21
7 N -2.02 1.13 0.60  -0.01
8 N 0.58 -0.73 -0.31  -0.01
9 C -0.21 -1.75 -1.07  -0.12
10 C 0.56 -3.08 -0.99  -0.14
11 C 2.01 -2.67 -0.62  -0.12
12 C 1.90 -1.24 0.02  -0.15
13 B 1.84 -1.38 1.64  -0.55
14 O 1.90 -2.65 2.26  0.13
15 O 1.79 -0.19 2.35  0.15
16 H -1.63 0.31 -1.26  0.11
17 H -0.18 2.71 -1.62  0.11
18 H -1.89 2.58 -2.05  0.11
19 H -0.64 3.78 0.38  0.11
20 H -2.09 4.33 -0.39  0.10
21 H -2.32 2.78 1.93  0.11
22 H -3.46 2.63 0.59  0.11
23 H -1.47 0.82 1.44  0.12
24 H -1.20 -1.81 -0.60  0.12
25 H -0.33 -1.36 -2.08  0.12
26 H 0.53 -3.60 -1.93  0.09
27 H 0.07 -3.75 -0.23  0.13
28 H 2.67 -2.66 -1.54  0.12
29 H 2.44 -3.40 0.07  0.10
30 H 2.65 -0.54 -0.33  0.14
31 H 1.84 -2.42 3.21  0.11
32 H 1.66 0.55 1.70  0.08

HOMO energy: -8.9 eV
DFT total energy: -19410.832 eV
LUMO: 0.59 eV
Orbital gap: 9.52 eV
SMILES: O=C([C@@H]1CCCN1)N1CCC[C@@H]1B(O)O
Relative energy (zero: lowest compared OMol25 entry of this formula, charge and spin): 0.0 kcal/mol
Total charge: 0
M: 212.06 g/mol

***

Formula: C9H17CdClGaO2
Source: the OMol25 dataset
Level of theory: ωB97M-V/def2-TZVPD

Each line ends with the Löwdin charge.
Geometry (Å):
1 C 2.97 -2.04 0.79  0.03
2 C 2.75 -2.23 -0.68  0.02
3 C 1.26 -2.63 -1.25  -0.25
4 O 1.11 -2.88 -2.56  0.04
5 O 0.03 -2.75 -0.41  -0.16
6 C -0.37 -1.45 0.13  -0.32
7 C -1.87 -1.02 -0.38  -0.16
8 C -2.61 0.15 0.49  -0.21
9 C -1.66 1.00 1.51  -0.21
10 C -0.46 1.87 0.83  -0.26
11 C -0.68 2.31 -0.73  -0.20
12 Ga 1.26 2.67 -1.48  0.15
13 Cl 2.08 4.70 -0.85  0.06
14 H 2.95 -0.97 1.31  0.10
15 H 3.14 -2.97 1.52  0.10
16 H 3.63 -2.08 -1.45  0.16
17 H 0.37 -0.62 -0.30  0.14
18 H -0.25 -1.41 1.30  -0.18
19 H -2.55 -1.99 -0.33  0.13
20 H -1.91 -0.69 -1.52  0.14
21 H -3.48 -0.38 1.10  0.13
22 H -3.13 0.91 -0.24  0.13
23 H -2.37 1.72 2.14  0.14
24 H -1.15 0.29 2.33  0.06
25 H 0.57 1.29 0.89  0.07
26 H -0.31 2.86 1.47  0.14
27 H -1.12 1.49 -1.43  0.07
28 H -1.28 3.32 -0.85  0.11
29 H 1.26 2.40 -3.06  -0.03
30 H 2.20 1.52 -0.82  -0.08
31 Cd -0.38 -2.41 2.53  1.14

HOMO energy: -11.4 eV
DFT total energy: -83144.189 eV
LUMO: -8.89 eV
Orbital gap: 2.52 eV
Total charge: +1
M: 374.82 g/mol

***

Formula: C9H17Cl2NO
Source: the OMol25 dataset
Level of theory: ωB97M-V/def2-TZVPD

Each line ends with the Löwdin charge.
Geometry (Å):
1 C -0.86 -1.99 2.75  -0.12
2 C 0.00 -2.52 1.62  -0.25
3 C -0.40 -1.84 0.26  -0.54
4 C 0.20 -2.66 -0.90  -0.02
5 O -1.82 -1.91 0.00  -0.10
6 C 0.29 -0.42 0.31  -0.54
7 Cl 1.87 -0.31 1.06  0.74
8 C -0.39 0.76 0.05  -0.60
9 Cl -2.03 0.71 -0.46  0.83
10 C 0.14 2.18 0.24  -0.22
11 N 0.57 2.76 -1.07  -0.28
12 C 1.91 2.42 -1.52  -0.08
13 C -0.47 3.04 -1.99  -0.12
14 H -1.89 -2.33 2.57  0.07
15 H -0.68 -0.88 2.90  0.09
16 H -0.76 -2.37 3.78  0.07
17 H 1.10 -2.61 1.90  0.10
18 H -0.28 -3.59 1.59  0.11
19 H -0.18 -2.33 -1.79  0.05
20 H -0.16 -3.71 -0.75  0.10
21 H 1.27 -2.78 -0.88  0.08
22 H -2.35 -1.08 0.13  -0.01
23 H -0.77 2.81 0.65  0.14
24 H 0.95 2.17 0.99  0.09
25 H 1.94 1.55 -2.03  0.04
26 H 2.51 2.34 -0.62  0.07
27 H 2.40 3.26 -2.11  0.11
28 H -0.80 2.12 -2.40  0.04
29 H 0.03 3.71 -2.69  0.10
30 H -1.31 3.49 -1.58  0.06

HOMO energy: -8.1 eV
DFT total energy: -38188.475 eV
LUMO: 0.70 eV
Orbital gap: 8.81 eV
SMILES: CC[C@@](C)(O)/C(Cl)=C(\Cl)CN(C)C
Relative energy (zero: lowest compared OMol25 entry of this formula, charge and spin): 0.0 kcal/mol
Total charge: 0
M: 226.15 g/mol